No. 1
{
  "formula": "C31H36BN10O4SSiTi",
  "method": "ωB97M-V/def2-TZVPD",
  "e_above_lowest_kcal_mol": 2.23,
  "gap_ev": [5.78, 5.68],
  "homo_energy_ev": [-6.83, -6.98],
  "multiplicity": 2,
  "lumo_ha": [-0.039, -0.048],
  "symbols": ["Ti", "C", "C", "C", "C", "N", "N", "B", "N", "C", "C", "C", "C", "N", "N", "C", "C", "C", "C", "N", "N", "C", "C", "C", "C", "N", "H", "H", "H", "H", "H", "H", "H", "H", "H", "H", "H", "H", "H", "H", "H", "H", "H", "H", "H", "H", "O", "C", "C", "C", "C", "C", "C", "C", "O", "N", "O", "O", "H", "H", "H", "H", "C", "Si", "C", "C", "C", "C", "C", "C", "N", "C", "S", "H", "H", "H", "H", "H", "H", "H", "H", "H", "H", "H", "H"],
  "positions_angstrom": [[-0.152703, 0.913161, -0.335671], [-2.888156, -0.562916, 1.476528], [-1.564619, -0.421068, 2.148863], [-1.222605, -0.961681, 3.386309], [0.109106, -0.666849, 3.551781], [0.534691, 0.042430, 2.499344], [-0.498464, 0.195143, 1.622180], [1.916038, 0.637353, 2.102725], [2.412960, -0.063068, 0.808927], [3.486129, -0.837945, 0.637322], [3.527123, -1.246112, -0.679088], [2.402239, -0.681423, -1.274577], [1.936949, -0.873681, -2.677698], [1.737055, 0.041775, -0.363144], [1.658847, 2.125985, 1.753846], [2.146762, 3.215805, 2.353171], [1.658259, 4.324037, 1.697361], [0.855740, 3.820145, 0.673555], [0.093197, 4.625989, -0.322083], [0.856405, 2.480296, 0.722010], [3.025960, 0.579431, 3.143289], [3.147877, 0.132315, 4.419401], [4.429275, 0.375723, 4.837345], [5.055379, 0.992172, 3.733983], [6.466004, 1.476231, 3.628659], [4.209320, 1.111587, 2.728947], [-3.636673, -0.829977, 2.220336], [-3.185185, 0.353639, 0.976450], [-2.852302, -1.360962, 0.731703], [-1.859261, -1.523592, 4.046744], [0.753993, -0.947305, 4.357728], [4.159661, -1.048253, 1.448582], [4.257628, -1.881414, -1.148240], [2.737247, -1.321078, -3.263629], [1.076668, -1.546185, -2.706121], [1.645159, 0.069496, -3.134312], [2.817351, 3.138772, 3.189931], [1.852673, 5.360158, 1.912588], [0.325541, 5.679718, -0.184708], [0.353074, 4.349821, -1.342773], [-0.981101, 4.497986, -0.192920], [2.341443, -0.312678, 4.964920], [4.858636, 0.147208, 5.797992], [6.996405, 1.292036, 4.560903], [6.991529, 0.966668, 2.820979], [6.491856, 2.545000, 3.415607], [0.115362, 1.606067, -1.972965], [-0.604443, 2.360047, -2.736260], [-1.871009, 2.872105, -2.355406], [-2.565290, 3.738783, -3.208113], [-3.770103, 4.272958, -2.820468], [-4.333936, 3.963442, -1.577961], [-3.668323, 3.117238, -0.725935], [-2.429768, 2.558736, -1.076449], [-1.792141, 1.772549, -0.238797], [-4.464076, 5.183579, -3.718525], [-5.515092, 5.662603, -3.336755], [-3.954078, 5.422191, -4.797788], [-0.202253, 2.622290, -3.712732], [-2.163118, 4.008463, -4.175859], [-5.288556, 4.395712, -1.316527], [-4.081770, 2.869922, 0.243105], [-0.702963, -5.843052, -2.768218], [-1.245694, -5.129232, -1.108052], [-0.090282, -5.860395, 0.175091], [-2.985167, -5.693226, -0.646067], [-1.422070, -3.260715, -1.440698], [-2.292701, -2.945692, -2.459939], [-2.511856, -1.614930, -2.819069], [-1.850816, -0.642999, -2.134254], [-0.982075, -0.870331, -1.111801], [-0.752477, -2.192080, -0.757637], [0.319610, -2.594507, 0.503077], [-0.583972, -6.927092, -2.703826], [0.262627, -5.418472, -3.052278], [-1.410118, -5.631626, -3.573107], [-0.182001, -6.951536, 0.128048], [-0.340048, -5.533596, 1.183203], [0.948051, -5.590845, -0.012161], [-3.004094, -6.768189, -0.452117], [-3.719661, -5.481024, -1.426023], [-3.308783, -5.184630, 0.264843], [-2.815351, -3.739449, -2.984362], [-3.188789, -1.343411, -3.617625], [-2.035883, 0.386453, -2.404640]],
  "forces_ev_per_angstrom": [[0.10, -1.18, 1.46], [0.06, 0.03, -0.04], [0.04, -0.03, 0.10], [-0.02, -0.02, -0.04], [-0.06, -0.02, -0.06], [0.07, -0.02, 0.15], [-0.03, -0.25, 0.71], [-0.07, -0.03, -0.18], [0.15, 0.02, 0.08], [-0.05, -0.08, -0.05], [-0.04, 0.01, -0.04], [0.08, -0.09, 0.03], [-0.03, 0.03, 0.05], [0.57, -0.17, 0.12], [0.05, 0.10, 0.08], [-0.03, 0.02, 0.01], [-0.06, 0.03, -0.07], [0.03, 0.00, 0.11], [-0.02, -0.10, 0.02], [0.30, 0.40, 0.17], [0.00, -0.09, 0.08], [0.00, 0.07, -0.05], [0.01, 0.01, 0.00], [-0.06, -0.04, 0.08], [-0.08, 0.00, -0.06], [0.09, 0.03, -0.06], [-0.02, 0.01, 0.00], [-0.04, 0.01, -0.01], [0.02, 0.01, 0.02], [0.01, 0.00, 0.01], [0.07, 0.00, 0.02], [-0.02, 0.05, 0.03], [0.00, 0.00, 0.01], [0.00, 0.01, -0.02], [0.02, 0.01, 0.01], [0.00, 0.00, -0.04], [0.01, -0.05, 0.00], [0.01, -0.01, 0.01], [0.01, 0.01, -0.01], [0.00, 0.02, -0.02], [-0.01, 0.03, -0.02], [-0.04, 0.00, 0.03], [-0.02, -0.01, 0.00], [0.04, 0.02, -0.01], [0.01, -0.01, 0.01], [0.02, 0.00, 0.02], [-0.25, 1.30, -2.03], [0.20, 0.00, -0.22], [-0.03, -0.18, 0.48], [-0.22, 0.22, -0.24], [0.40, -0.41, 0.29], [-0.10, 0.08, -0.13], [0.01, -0.09, 0.15], [-0.10, 0.21, -0.38], [-0.78, 0.71, -0.19], [-0.21, 0.32, -0.28], [0.06, -0.08, 0.03], [0.01, -0.07, 0.09], [0.08, -0.06, 0.02], [0.04, -0.04, 0.01], [0.02, 0.00, 0.04], [0.01, 0.00, -0.01], [-0.14, -0.02, 0.08], [0.04, -0.08, 0.05], [-0.05, 0.11, -0.05], [0.09, -0.03, -0.13], [-0.26, 0.06, -0.34], [0.30, -0.37, 0.39], [-0.21, 0.34, -0.25], [-0.02, 0.02, 0.09], [-0.32, -1.01, -0.49], [0.50, 0.07, 0.64], [-0.20, 0.04, -0.24], [-0.01, 0.00, 0.00], [0.01, 0.01, 0.01], [0.02, 0.01, 0.00], [-0.04, 0.03, -0.05], [0.00, 0.03, 0.00], [0.00, 0.03, 0.00], [0.00, 0.00, 0.00], [0.01, 0.02, 0.01], [0.01, 0.01, 0.01], [-0.02, 0.05, -0.05], [0.01, 0.02, 0.02], [0.03, 0.01, 0.03]],
  "lowdin_spin": [0.449, 0.001, 0.005, 0.000, 0.003, 0.000, 0.001, 0.000, 0.000, 0.001, 0.000, 0.002, 0.000, -0.001, 0.000, 0.006, 0.000, 0.006, 0.004, 0.002, 0.000, 0.000, 0.000, 0.000, 0.000, 0.000, 0.000, 0.000, 0.000, 0.000, 0.000, 0.000, 0.000, 0.000, 0.000, 0.000, 0.000, 0.000, 0.000, 0.002, 0.001, 0.000, 0.000, 0.000, 0.000, 0.000, 0.013, 0.265, 0.018, 0.060, -0.004, 0.071, -0.013, 0.061, 0.011, -0.003, -0.004, -0.006, 0.012, 0.002, 0.004, -0.002, 0.000, 0.000, 0.000, 0.000, 0.001, 0.002, 0.001, 0.001, -0.003, 0.005, 0.022, 0.000, 0.000, 0.000, 0.000, 0.000, 0.000, 0.000, 0.000, 0.000, 0.000, 0.000, 0.002]
}

=====

No. 2
{
  "formula": "CH9NO3",
  "method": "ωB97M-V/def2-TZVPD",
  "e_above_lowest_kcal_mol": 43.29,
  "gap_ev": 9.12,
  "homo_energy_ev": -8.67,
  "lumo_ha": 0.016,
  "symbols": ["N", "C", "O", "H", "H", "H", "H", "H", "O", "H", "H", "O", "H", "H"],
  "positions_angstrom": [[-0.016015, -0.391562, -1.310138], [0.185822, -1.608332, -0.496509], [-0.501325, -1.645536, 0.682043], [-0.726772, 0.265016, -0.882448], [0.712866, 0.106519, -1.343895], [-0.331911, -2.545634, -0.980956], [1.182232, -2.033013, -0.498667], [-1.037409, -0.915021, 0.790331], [2.041114, 1.804823, 0.333412], [1.987255, 2.527119, -0.194422], [2.866351, 1.279206, 0.149580], [-2.041594, 0.694417, 1.265233], [-2.486276, 1.161617, 0.529621], [-1.834339, 1.300383, 1.956816]],
  "forces_ev_per_angstrom": [[-7.40, -4.15, 1.47], [-2.66, -2.56, -3.15], [1.95, -1.88, 1.99], [0.90, -1.51, -0.56], [7.39, 4.65, -0.33], [0.78, 1.65, -0.53], [0.83, 1.07, 0.68], [-1.66, 2.64, 0.51], [1.15, -4.45, 2.54], [0.20, 3.26, -2.64], [-1.34, 1.21, 0.07], [-0.63, -0.67, -1.54], [0.34, -0.12, 0.94], [0.16, 0.85, 0.54]],
  "mulliken_charge": [-0.600, -0.131, -0.484, 0.211, 0.299, 0.168, 0.286, 0.303, -0.630, 0.297, 0.323, -0.652, 0.312, 0.298]
}